A single C3H4N2O molecule in a non-equilibrium geometry. Source: the OMol25 dataset; level of theory: the ωB97M-V functional and the def2-TZVPD basis.

```
10
Properties=species:S:1:pos:R:3:mulliken_charge:R:1
O -0.25566 -1.95881 -1.00182 -0.511
N 0.74920 -0.10258 -0.00800 -0.170
N -2.04522 1.94483 -0.47497 -0.350
C 0.65176 -1.19225 -0.80980 0.095
C -1.30348 1.28693 0.11941 0.252
C -0.32938 0.44322 0.84765 -0.303
H 0.07251 1.02457 1.68305 0.289
H 1.67205 0.16146 -0.37496 0.235
H 1.68847 -1.21945 -1.28007 0.228
H -0.90025 -0.38792 1.29952 0.237
```

SMILES = N#CCNC=O
HOMO = -10.6 eV
charge = 0

=====

A molecular structure, C20H48INOP3Ru in a non-equilibrium geometry. Source: the OMol25 dataset; level of theory: the ωB97M-V functional and the def2-TZVPD basis.

```
75
Properties=species:S:1:pos:R:3:mulliken_spin:R:1
I 5.68912 1.38319 -0.42731 0.955
Ru 1.36471 0.56865 -0.28377 1.570
P 2.53513 -1.16511 -1.25918 0.035
P -1.82792 -0.65345 0.34311 -0.051
P 1.48553 2.92453 -0.07075 0.001
O 3.11953 0.39706 2.17189 0.073
N -0.30911 -0.07119 -0.10596 0.999
C 1.18153 -2.15565 -2.00081 0.034
C -3.76133 -2.75886 -0.00357 0.014
C -0.24488 3.47617 -0.34045 0.010
C -3.03205 0.62660 -0.31052 0.028
C 3.74096 -1.16976 -2.62425 0.021
C -3.21871 1.75962 0.71493 0.005
C -2.23642 -2.30878 -1.92024 0.008
C 2.37184 4.15981 -1.08375 0.003
C 7.65904 1.99250 -1.03300 -0.022
C 1.75965 3.56104 1.63850 0.019
C -1.11599 0.61817 2.77050 -0.007
C 2.31856 0.40621 1.29632 0.031
C -0.25225 -1.65083 2.46786 0.009
C -2.31458 -2.34635 -0.37841 0.026
C -4.44173 0.12878 -0.62306 0.004
C -2.45587 1.20042 -1.62169 0.031
C 3.26444 -2.37609 -0.08009 0.008
C -2.70163 -1.31121 2.88512 0.004
C -1.46740 -0.75421 2.18620 0.068
C -1.42270 -3.49555 0.12956 0.002
H 3.36220 -0.55349 -3.44025 -0.014
H -0.34454 -3.34794 0.01578 -0.001
H 3.46951 -3.34561 -0.55104 0.001
H -1.67179 -4.38942 -0.46466 0.004
H -3.91050 -3.80894 -0.29354 -0.001
H -0.09713 -1.64854 3.55904 0.001
H -4.53405 -2.20821 -0.54043 0.000
H -2.91362 -1.58380 -2.38802 0.002
H 1.50433 -3.12548 -2.39136 0.002
H -3.61127 -0.74000 2.63229 0.000
H 1.20062 2.97379 2.37489 -0.003
H -2.52464 -3.30800 -2.28602 0.001
H 3.90811 -2.18241 -3.00678 0.013
H 0.74289 -1.57108 -2.81238 0.007
H -2.96004 2.16383 -1.81957 0.000
H 0.42879 -2.31000 -1.22724 0.000
H -0.35743 -2.69102 2.15197 0.000
H -4.47175 -0.52785 -1.49723 0.000
H 4.69076 -0.75290 -2.28794 0.007
H 1.45496 4.61172 1.72909 0.002
H -2.60477 0.54835 -2.49470 0.005
H -5.06394 0.99646 -0.88710 0.000
H 2.82390 3.47793 1.87747 -0.001
H -4.90063 -0.34250 0.25156 0.000
H 2.20494 3.94346 -2.14083 -0.005
H 7.62843 2.17992 -2.10186 0.032
H 3.44168 4.10854 -0.87656 0.003
H -0.79422 0.46085 3.81284 0.001
H -3.73952 1.41336 1.62015 0.000
H 0.66086 -1.24853 2.00994 -0.003
H -2.54591 -1.25264 3.97669 0.003
H -0.26605 1.07758 2.24216 0.006
H -1.63237 -3.75841 1.17438 0.000
H -2.29369 2.25791 1.02186 -0.001
H -0.87844 2.84676 0.28213 0.020
H -1.22826 -2.12375 -2.29791 -0.010
H -1.95731 1.31658 2.79557 0.001
H 7.90923 2.89600 -0.48450 0.021
H -2.85835 -2.36996 2.63730 0.001
H 2.00665 5.17150 -0.86847 0.005
H 2.59262 -2.54159 0.76886 0.001
H -0.52240 3.31709 -1.38545 0.001
H 8.35225 1.19018 -0.79540 -0.001
H -3.95633 -2.67043 1.06805 0.000
H -3.83957 2.53145 0.22896 0.001
H 4.20262 -1.96713 0.30545 -0.001
H -0.41781 4.52680 -0.07930 0.003
H -1.37651 1.37389 -1.55507 0.019
```

HOMO (alpha / beta) = -16.2 / -17.8 eV
2S+1 = 5
charge = +3
expectation value of S² = 6.04

=====

2 unconnected molecules or ions with the total composition CH2N4 in a non-equilibrium geometry. Source: the OMol25 dataset; level of theory: the ωB97M-V functional and the def2-TZVPD basis.

```
7
Properties=species:S:1:pos:R:3:mulliken_charge:R:1
N 0.28297 1.17827 -0.89794 -0.318
N 3.06106 2.74923 -1.59960 -0.424
N -0.08702 0.44234 -0.03505 0.038
N 2.28494 0.43448 -1.42188 -0.464
C 2.69473 1.61007 -1.57845 0.594
H -0.65786 1.05465 0.65311 0.302
H 0.27689 -0.47583 0.20704 0.273
```

HOMO (alpha / beta) = -8.8 / -9.0 eV
charge = 0

=====

A single C3H6O3 molecule. Source: the OMol25 dataset; level of theory: the ωB97M-V functional and the def2-TZVPD basis.

```
12
Properties=species:S:1:pos:R:3:mulliken_charge:R:1
O 0.69988 -0.64908 -1.35801 -0.558
O -1.50758 0.90528 0.02495 -0.514
O 1.71087 1.38752 -0.06198 -0.518
C 1.03879 0.64237 0.61780 0.163
C -1.11322 -0.44107 0.19614 -0.547
C 0.39513 -0.59161 0.00998 -0.040
H 0.85944 0.83473 1.69000 0.358
H 0.75710 -1.49247 0.53794 0.300
H -1.17854 1.19398 -0.83774 0.328
H 1.36797 0.04116 -1.51363 0.364
H -1.41382 -0.72630 1.20809 0.355
H -1.61510 -1.10349 -0.51870 0.308
```

SMILES = O=C[C@H](O)CO
HOMO = -10.5 eV
charge = 0

=====

A molecular structure, H2ORb in a non-equilibrium geometry. Source: the OMol25 dataset; level of theory: the ωB97M-V functional and the def2-TZVPD basis.

```
4
Properties=species:S:1:pos:R:3:mulliken_spin:R:1
Rb -0.29660 -2.21480 0.76729 0.005
O 0.18186 0.49422 0.03768 1.024
H -0.54975 1.10831 -0.02450 -0.014
H 0.66448 0.61228 -0.78046 -0.015
```

HOMO (alpha / beta) = -29.8 / -29.7 eV
2S+1 = 2
charge = +2
expectation value of S² = 0.75

=====

A molecular structure, C15H22N2O5Pd in a non-equilibrium geometry. Source: the OMol25 dataset; level of theory: the ωB97M-V functional and the def2-TZVPD basis.

```
45
Properties=species:S:1:pos:R:3:mulliken_spin:R:1
Pd -0.75595 0.33736 -1.16048 1.579
O 2.73554 -0.95793 -0.26303 0.019
O -2.14713 -0.17828 -2.62069 0.162
O -2.49699 -1.33051 -4.53465 0.011
O 1.35720 0.68326 -0.78570 0.026
O -0.43135 -2.53135 0.34788 0.001
N 1.53886 1.02385 1.73828 -0.005
N 0.34924 -1.47526 -2.44374 0.062
C 2.76405 1.41925 2.43674 -0.001
C -1.81467 -0.97260 -3.59017 0.007
C 0.37189 -2.88926 -1.89335 -0.005
C -1.18860 2.62471 2.65003 0.026
C -2.86578 1.51342 0.70610 -0.162
C 0.66410 -0.03078 2.42873 0.010
C -0.73557 -3.16182 -0.90160 0.009
C -2.56034 2.50125 2.91216 -0.011
C -1.49145 1.57303 0.45006 0.391
C 2.00242 -0.38994 -1.06969 -0.004
C -0.32591 -1.38500 -3.72564 -0.001
C -3.38139 1.97881 1.93178 0.024
C 0.77575 2.22470 1.22384 0.005
C -0.68324 2.13057 1.44604 -0.138
C 1.73213 -0.88573 -2.48078 0.007
H 1.86517 0.61104 0.83547 -0.007
H -0.98277 -4.20492 -0.75258 -0.001
H 0.96595 2.36036 0.19704 0.001
H -0.47797 3.16712 3.31901 0.002
H 1.33559 -0.70000 2.89885 0.000
H 1.74582 -0.08770 -3.22951 0.002
H 0.47197 -2.72473 0.56450 -0.001
H -3.55855 1.07383 0.02451 0.002
H 2.60456 1.74692 3.47129 0.000
H 2.42119 -1.65463 -2.86053 -0.001
H 0.18170 -3.51245 -2.75636 0.001
H 1.15592 3.07558 1.76403 0.000
H -1.61971 -2.67041 -1.26791 -0.003
H 3.43010 0.57819 2.45284 0.000
H -2.97658 2.88357 3.84337 0.000
H 0.04997 0.45450 3.16883 0.000
H 1.37603 -3.11991 -1.49454 -0.003
H 3.20120 2.25529 1.88136 0.000
H 0.04560 -0.54724 -4.29309 0.000
H -4.45347 1.96177 2.07365 0.000
H -0.26242 -2.30272 -4.33008 -0.001
H 0.06790 -0.46523 1.68772 0.000
```

HOMO (alpha / beta) = -7.8 / -8.7 eV
2S+1 = 3
charge = 0
expectation value of S² = 2.00